# 1
DFT (wB97M-V/def2-TZVPD) results for a molecular structure, C27H32F42N9O29S14.

XYZ file:
```
153
C27H32F42N9O29S14, DFT wB97M-V/def2-TZVPD
S -19.0195 0.1002 -12.3745
S -17.4392 10.5279 -6.2866
S -22.2986 3.1750 -9.5219
S -20.1196 4.5446 -9.5455
S -15.5601 8.8644 -13.4747
S -15.5589 8.9367 -5.6395
S -11.6949 -5.0364 -6.9934
S -10.0638 4.9050 -13.1467
S -14.9114 0.5204 -5.1605
S -13.9089 10.6626 -14.3623
S -12.9232 -2.9837 -7.9145
S -10.2360 3.7164 -15.2759
S -14.0369 2.9456 -4.7611
S -17.2321 -1.9356 -12.4802
F -19.5116 6.7082 -11.1387
F -15.5917 4.7051 -3.4151
F -10.4652 -5.5085 -9.3871
F -11.5886 1.6639 -14.1793
F -11.3226 7.2719 -12.7542
F -13.4817 9.4689 -4.0780
F -11.2151 10.3994 -14.4150
F -18.3753 -4.3384 -12.7403
F -16.5996 -0.5658 -3.4766
F -14.0909 7.9997 -11.5680
F -16.2060 -4.3636 -12.9469
F -20.2956 7.2461 -9.1488
F -14.6026 -1.1447 -8.7779
F -9.9277 -6.8179 -7.7013
F -24.4206 4.4862 -8.3972
F -10.6851 1.2646 -16.1466
F -17.5196 -3.6288 -14.5865
F -14.7025 -3.1394 -9.9005
F -16.1237 8.6499 -10.8591
F -18.3295 12.8112 -5.1733
F -12.1078 5.6433 -11.4904
F -11.9369 12.2774 -15.2534
F -14.5220 -1.6344 -3.5443
F -23.8648 2.7181 -7.3077
F -10.2442 6.6468 -10.9972
F -15.6228 -2.8459 -7.8307
F -11.7705 -7.1403 -8.7839
F -19.9416 11.7405 -6.1953
F -16.6604 2.9773 -4.2893
F -18.1354 6.5655 -9.3699
F -12.5248 2.4683 -15.9785
F -13.7698 10.8214 -5.8697
F -15.8681 4.7945 -5.5040
F -16.0663 -1.8662 -5.2083
F -19.1691 10.9111 -4.3612
F -15.8010 6.7287 -12.0174
F -12.9960 8.8278 -6.1385
F -17.9111 1.0119 -14.6813
F -12.1328 10.4996 -16.4105
F -19.0839 2.5479 -13.5191
F -19.9691 1.0427 -14.8200
F -22.6802 4.5112 -7.1460
O -20.4087 0.2881 -11.8284
O -16.8762 11.3063 -7.4089
O -14.7930 11.0581 -15.4124
O -13.8470 0.1306 -6.0462
O -13.7087 2.9450 -6.1480
O -17.0868 -2.0660 -11.0435
O -15.6140 8.5788 -7.0665
O -10.6706 -4.0538 -6.5900
O -13.9468 11.6435 -13.2572
O -11.7964 -2.5604 -8.7768
O -9.9032 3.6929 -12.3401
O -8.9182 3.1812 -14.9849
O -12.2269 -5.9086 -5.9545
O -19.9406 4.2594 -8.1798
O -23.2179 2.7127 -10.5152
O -12.9574 -2.4875 -6.5578
O -8.9055 5.5947 -13.7384
O -15.4297 5.2460 -16.5697
O -16.3731 10.0888 -13.2458
O -18.1974 9.4083 -6.7041
O -13.0673 3.7013 -3.9137
O -19.1790 3.7758 -10.3731
O -21.4846 2.0847 -9.0120
O -16.1229 7.8354 -14.3865
O -16.0692 -1.4202 -13.2144
O -15.7811 7.7686 -4.8043
O -16.1294 0.9588 -5.8445
O -10.3191 4.2931 -16.6197
O -17.9546 0.6370 -11.5920
N -13.0840 -4.5160 -7.9626
N -13.4019 6.3882 -14.8825
N -15.3757 3.0461 -10.2598
N -18.8245 -1.3428 -12.9864
N -14.2859 1.3114 -4.0130
N -13.9912 9.1869 -14.0596
N -11.1486 4.6774 -14.1679
N -21.5331 4.6446 -9.9710
N -16.4505 10.2827 -5.1117
C -11.3633 2.1619 -15.4184
C -11.0026 6.2359 -11.9936
C -12.1632 10.9438 -15.1264
C -18.9986 1.2364 -13.9052
C -19.4647 6.4430 -9.8196
C -10.9235 -6.1973 -8.3443
C -13.5662 6.7885 -16.3403
C -23.4476 3.7395 -8.0223
C -12.1764 7.1577 -16.8637
C -17.3424 -3.6999 -13.2070
C -15.5712 -0.9955 -4.2545
C -14.8324 5.1773 -8.8682
C -14.1652 5.5954 -17.0394
C -14.7161 2.2314 -13.1562
C -15.7408 3.9289 -4.4533
C -14.6327 -2.4988 -8.6947
C -15.2933 3.6258 -12.7587
C -14.8473 1.6731 -10.6044
C -18.8179 11.6210 -5.4480
C -13.8801 1.6920 -11.8906
C -14.2660 3.9582 -9.7552
C -16.3860 2.7426 -9.0705
C -15.3815 8.0055 -11.7692
C -13.7818 6.1409 -8.4928
C -16.0348 4.3377 -17.4785
C -13.7889 9.6068 -5.3813
C -16.1937 3.5736 -11.4826
H -16.5601 4.5237 -11.0936
H -14.2731 6.0095 -14.5393
H -15.8174 2.0079 -8.5004
H -13.2726 7.2506 -14.3729
H -13.4696 4.7562 -17.0351
H -13.4786 0.7045 -12.1177
H -15.6730 5.7148 -9.3071
H -13.1537 5.6105 -7.7771
H -14.3262 1.4031 -9.6859
H -14.2900 5.9787 -18.0521
H -13.6171 4.3073 -10.5584
H -15.1761 4.8807 -7.8773
H -11.4869 6.3255 -17.0061
H -17.0724 2.9406 -11.6061
H -12.2835 7.6946 -17.8062
H -15.5329 1.5387 -13.3591
H -16.8351 3.5556 -8.5000
H -14.3118 7.5716 -16.2032
H -14.6101 4.4431 -12.5276
H -14.1992 7.0433 -8.0462
H -13.9834 2.3723 -13.9509
H -12.6176 5.7531 -14.8414
H -16.5217 4.8699 -18.2957
H -13.0022 2.3380 -11.8776
H -17.2130 2.1531 -9.4664
H -11.6928 7.9354 -16.2727
H -15.8015 4.0962 -13.6005
H -13.6207 3.4685 -9.0259
H -16.9521 3.9630 -17.0242
H -15.6443 0.9345 -10.6907
H -13.1126 6.4154 -9.3083
H -15.3525 3.5720 -17.8475
```

- relative energy (zero: lowest compared OMol25 entry of this formula, charge and spin) (kJ/mol) = 76.0
- orbital gap (eV) = 6.781
- max |F| (eV Å⁻¹) = 8.1
- net charge = -5
- highest occupied orbital energy (Eh) = -0.00135
- calculated total energy (eV) = -367117.536

***

# 2
DFT (wB97M-V/def2-TZVPD) results for a molecular structure, C27H32IrN3O4S2Si.

XYZ file:
```
70
C27H32IrN3O4S2Si, DFT wB97M-V/def2-TZVPD
Ir -0.2975 -0.0349 0.1445
S 1.8423 -0.1562 -0.8832
S -0.5019 2.1050 -0.9552
Si 0.1052 0.1049 2.6484
O -0.4016 -2.1625 -0.4388
O -1.7504 -3.9360 -0.6131
O -7.3486 -0.7858 -1.2252
O -6.7291 -2.9584 -1.1229
N 3.1722 6.4238 -3.2921
N 6.1151 3.5948 -3.1609
N -2.4190 -0.4726 -0.6398
C -1.5986 -0.3118 3.5179
C 1.4200 3.7065 -1.9945
C -5.0579 -1.2940 -0.9602
C 1.1125 2.4331 -1.5115
C -4.0265 -2.2186 -0.8464
C -1.5487 -2.7317 -0.5772
C -3.4011 0.4243 -0.7607
C -4.7211 0.0544 -0.9222
C 1.3871 1.9333 4.5518
C -1.8966 -1.8109 3.3723
C -2.7657 0.4004 2.8167
C 1.2609 -2.5117 2.3236
C 1.4458 -1.2258 3.1444
C -6.5391 -1.7298 -1.1265
C 1.4126 -1.5969 4.6352
C 2.8606 -0.7203 2.8304
C 2.1324 1.4571 -1.4680
C 2.6959 4.0369 -2.4267
C 2.9608 5.3592 -2.9098
C 3.4142 1.8004 -1.9018
C 3.7101 3.0688 -2.3789
C -0.4017 2.8989 3.1255
C 5.0413 3.3714 -2.8124
C 0.7456 1.8802 3.1578
C -1.6595 0.0450 5.0102
C -2.7245 -1.7742 -0.6909
C 1.7822 2.3844 2.1452
H -2.6061 -0.3191 5.4311
H 2.2957 1.3320 4.6092
H -2.9186 -2.0103 3.7167
H -0.9142 2.8966 2.1606
H 2.9539 -0.4015 1.7906
H 0.4876 -2.1010 4.9146
H -1.1345 2.7244 3.9124
H 1.3759 -2.3336 1.2549
H -1.2241 -2.4343 3.9609
H -1.8355 -2.1381 2.3312
H -4.2393 -3.2771 -0.8774
H 0.2859 -2.9750 2.4610
H 0.6400 4.4558 -2.0265
H -2.6665 1.4826 2.7962
H 2.0997 3.3971 2.4288
H -3.1033 1.4658 -0.7175
H 1.5343 -0.7297 5.2872
H 3.5713 -1.5415 2.9912
H 1.3567 2.4392 1.1449
H 4.1967 1.0539 -1.8621
H 0.0101 3.9052 3.2787
H 3.1657 0.1031 3.4779
H 0.7110 1.5956 5.3373
H -5.5105 0.7873 -1.0174
H -1.6316 1.1235 5.1708
H 2.0228 -3.2406 2.6316
H -3.6996 0.1595 3.3408
H -0.8489 -0.4017 5.5875
H 1.6696 2.9697 4.7814
H 2.6720 1.7597 2.0983
H -2.8776 0.0564 1.7897
H 2.2366 -2.2902 4.8507
```

- <S²> = 6.014
- orbital gap (alpha / beta) (eV) = 6.073 / 6.846
- 2S+1 = 5
- max |F| (eV Å⁻¹) = 0.2
- net charge = -2
- highest occupied orbital energy (alpha / beta) (Eh) = -0.07376 / -0.13126
- calculated total energy (eV) = -73569.109

***

# 3
DFT (wB97M-V/def2-TZVPD) results for C27H32N4O4S in the gas phase.

XYZ file:
```
68
C27H32N4O4S, DFT wB97M-V/def2-TZVPD
S -0.2538 -0.3805 -3.3806
O 2.8692 -0.1113 0.4120
O -2.9583 -2.3902 -4.2729
O 0.1534 2.5342 -1.5137
O 1.4851 3.6496 3.0919
N 1.3509 -0.2299 -1.2761
N -0.9499 -0.4444 -0.8547
N -2.8942 -2.0502 -2.0340
N 1.2513 2.7742 0.4321
C 2.5615 2.4086 -1.5671
C 1.2031 2.5688 -0.8982
C -0.3900 -3.8787 -2.3177
C -0.8351 -3.7925 -1.0043
C -2.0700 -0.3108 -3.4593
C 0.5917 -0.3785 0.9982
C -0.2582 -0.5338 3.2381
C -0.8084 4.2822 3.2561
C 1.7070 -0.2330 0.0750
C 0.9485 -3.6964 -2.6199
C 0.0939 -3.5350 -0.0025
C 0.0513 -0.3432 -1.6620
C 0.8097 -0.4219 2.3762
C 0.0745 3.0179 1.2302
C -0.7140 -0.4502 0.4888
C -2.2851 -3.9782 -0.6375
C 0.9783 3.1071 4.2926
C 1.4343 -3.3683 -0.3008
C 2.4136 -0.0250 -2.2439
C -2.6816 -1.7006 -3.3139
C -3.2682 -3.3934 -1.6569
C 2.4763 1.4241 -2.7337
C -1.5579 -0.5915 2.7338
C 1.8650 -3.4429 -1.6143
C -0.2240 3.9843 4.6405
C 0.3843 4.0724 2.2999
C -1.7912 -0.5505 1.3785
H -1.6046 3.5785 3.0126
H -2.3903 -0.6722 3.4179
H -2.4968 -5.0462 -0.5304
H -2.2868 0.0802 -4.4526
H -0.2365 -3.4656 1.0253
H 3.3427 -0.2822 -1.7280
H -2.4578 -3.5107 0.3356
H -4.2746 -3.3868 -1.2215
H -2.4658 -1.4594 -1.3236
H 0.6957 5.0004 1.8077
H -1.2066 5.2915 3.1866
H 2.1419 -3.1725 0.4917
H 3.3498 1.5245 -3.3781
H -0.9288 3.4828 5.2989
H 3.3072 2.0837 -0.8413
H 2.1227 2.7488 0.9403
H -1.0850 -4.0820 -3.1175
H -2.3958 0.3796 -2.6846
H 0.1167 4.9035 5.1167
H 2.9101 -3.3057 -1.8497
H 1.7787 3.1399 5.0319
H 0.6663 2.0635 4.1413
H -0.0949 -0.5775 4.3047
H -3.3007 -3.9884 -2.5729
H 1.2744 -3.7546 -3.6480
H -0.2479 2.0913 1.7217
H 2.8476 3.3935 -1.9439
H -2.7946 -0.5925 0.9830
H 1.8263 -0.3651 2.7356
H -0.7202 3.3559 0.5613
H 2.2604 -0.7070 -3.0839
H 1.5844 1.6585 -3.3168
```

- relative energy (zero: lowest compared OMol25 entry of this formula, charge and spin) (kJ/mol) = 0.0
- orbital gap (eV) = 8.728
- max |F| (eV Å⁻¹) = 0.8
- net charge = 0
- highest occupied orbital energy (Eh) = -0.31040
- calculated total energy (eV) = -53507.111

***

What did the second record say?
DFT (wB97M-V/def2-TZVPD) results for a molecular structure, C27H32IrN3O4S2Si.

XYZ file:
```
70
C27H32IrN3O4S2Si, DFT wB97M-V/def2-TZVPD
Ir -0.2975 -0.0349 0.1445
S 1.8423 -0.1562 -0.8832
S -0.5019 2.1050 -0.9552
Si 0.1052 0.1049 2.6484
O -0.4016 -2.1625 -0.4388
O -1.7504 -3.9360 -0.6131
O -7.3486 -0.7858 -1.2252
O -6.7291 -2.9584 -1.1229
N 3.1722 6.4238 -3.2921
N 6.1151 3.5948 -3.1609
N -2.4190 -0.4726 -0.6398
C -1.5986 -0.3118 3.5179
C 1.4200 3.7065 -1.9945
C -5.0579 -1.2940 -0.9602
C 1.1125 2.4331 -1.5115
C -4.0265 -2.2186 -0.8464
C -1.5487 -2.7317 -0.5772
C -3.4011 0.4243 -0.7607
C -4.7211 0.0544 -0.9222
C 1.3871 1.9333 4.5518
C -1.8966 -1.8109 3.3723
C -2.7657 0.4004 2.8167
C 1.2609 -2.5117 2.3236
C 1.4458 -1.2258 3.1444
C -6.5391 -1.7298 -1.1265
C 1.4126 -1.5969 4.6352
C 2.8606 -0.7203 2.8304
C 2.1324 1.4571 -1.4680
C 2.6959 4.0369 -2.4267
C 2.9608 5.3592 -2.9098
C 3.4142 1.8004 -1.9018
C 3.7101 3.0688 -2.3789
C -0.4017 2.8989 3.1255
C 5.0413 3.3714 -2.8124
C 0.7456 1.8802 3.1578
C -1.6595 0.0450 5.0102
C -2.7245 -1.7742 -0.6909
C 1.7822 2.3844 2.1452
H -2.6061 -0.3191 5.4311
H 2.2957 1.3320 4.6092
H -2.9186 -2.0103 3.7167
H -0.9142 2.8966 2.1606
H 2.9539 -0.4015 1.7906
H 0.4876 -2.1010 4.9146
H -1.1345 2.7244 3.9124
H 1.3759 -2.3336 1.2549
H -1.2241 -2.4343 3.9609
H -1.8355 -2.1381 2.3312
H -4.2393 -3.2771 -0.8774
H 0.2859 -2.9750 2.4610
H 0.6400 4.4558 -2.0265
H -2.6665 1.4826 2.7962
H 2.0997 3.3971 2.4288
H -3.1033 1.4658 -0.7175
H 1.5343 -0.7297 5.2872
H 3.5713 -1.5415 2.9912
H 1.3567 2.4392 1.1449
H 4.1967 1.0539 -1.8621
H 0.0101 3.9052 3.2787
H 3.1657 0.1031 3.4779
H 0.7110 1.5956 5.3373
H -5.5105 0.7873 -1.0174
H -1.6316 1.1235 5.1708
H 2.0228 -3.2406 2.6316
H -3.6996 0.1595 3.3408
H -0.8489 -0.4017 5.5875
H 1.6696 2.9697 4.7814
H 2.6720 1.7597 2.0983
H -2.8776 0.0564 1.7897
H 2.2366 -2.2902 4.8507
```

- <S²> = 6.014
- orbital gap (alpha / beta) (eV) = 6.073 / 6.846
- 2S+1 = 5
- max |F| (eV Å⁻¹) = 0.2
- net charge = -2
- highest occupied orbital energy (alpha / beta) (Eh) = -0.07376 / -0.13126
- calculated total energy (eV) = -73569.109